# 1
ORCA calculation (ωB97M-V with the def2-TZVPD basis set) on C36H34AsBaN6O8S2 as an isolated structure.

Each line ends with the Mulliken charge.
Element x y z (Å)
Ba: -0.039 -0.236 0.790  1.3834
C: 0.372 -3.007 -1.867  -1.1912
N: 0.379 -1.559 -2.092  1.2156
C: 1.596 -1.129 -2.798  -1.6086
C: 2.782 -0.745 -1.939  0.5633
C: 4.070 -1.058 -2.356  -1.0340
C: 5.149 -0.614 -1.611  -0.5717
C: 4.912 0.142 -0.474  -0.9359
C: 3.595 0.404 -0.132  -0.3836
N: 2.555 -0.038 -0.835  0.8588
C: -0.782 -1.167 -2.905  -0.6311
C: -2.104 -1.442 -2.231  0.1176
C: -3.131 -2.119 -2.873  -1.0215
C: -4.336 -2.293 -2.210  -0.3672
C: -4.479 -1.799 -0.924  -0.9307
C: -3.403 -1.142 -0.348  -0.3414
N: -2.248 -0.963 -0.993  0.6898
C: 1.561 -3.486 -1.058  0.5272
C: 2.235 -4.650 -1.404  -0.8510
C: 3.325 -5.046 -0.645  -0.6261
C: 3.708 -4.272 0.434  -0.9691
C: 2.959 -3.142 0.725  -0.2739
N: 1.913 -2.757 0.002  0.9080
H: 0.357 -3.536 -2.834  0.3572
H: -0.534 -3.280 -1.317  0.4245
H: 1.352 -0.228 -3.364  0.7850
H: 1.914 -1.896 -3.521  0.3214
H: 4.220 -1.653 -3.250  0.4865
H: 6.161 -0.854 -1.914  0.3886
H: 5.722 0.520 0.135  0.4572
H: 3.356 0.997 0.748  0.3348
H: -0.767 -1.686 -3.879  0.1945
H: -0.703 -0.096 -3.088  0.4215
H: -2.981 -2.507 -3.872  0.4421
H: -5.151 -2.821 -2.691  0.3809
H: -5.398 -1.928 -0.367  0.4410
H: -3.440 -0.756 0.665  0.3755
H: 1.916 -5.224 -2.265  0.4648
H: 3.868 -5.948 -0.897  0.3986
H: 4.551 -4.545 1.054  0.4557
H: 3.195 -2.527 1.587  0.3488
C: -3.132 7.412 -2.978  -1.4761
C: -2.156 6.302 -2.677  1.0623
C: -0.839 6.373 -3.126  -0.7026
C: 0.058 5.344 -2.874  -0.4685
C: -0.363 4.228 -2.167  -0.3734
C: -1.668 4.143 -1.701  -0.4958
C: -2.554 5.177 -1.959  -0.8807
S: 0.775 2.883 -1.859  1.4004
O: 0.395 1.841 -2.792  -0.7655
O: 2.100 3.445 -2.014  -0.8214
N: 0.437 2.379 -0.412  0.8419
C: 0.874 3.030 0.724  -0.0696
C: 1.209 4.399 0.834  -0.7667
C: 1.544 4.909 2.066  -0.5098
C: 1.548 4.083 3.190  -0.7638
C: 1.227 2.756 3.001  -0.5662
N: 0.920 2.232 1.812  0.6060
H: -2.637 8.384 -2.976  0.3693
H: -3.940 7.436 -2.246  0.3505
H: -3.584 7.274 -3.964  0.2819
H: -0.510 7.250 -3.675  0.3285
H: 1.087 5.397 -3.208  0.4743
H: -1.971 3.275 -1.125  0.5100
H: -3.571 5.115 -1.586  0.3369
H: 1.199 5.028 -0.046  0.3760
H: 1.794 5.960 2.160  0.3888
H: 1.790 4.459 4.175  0.3834
H: 1.208 2.065 3.839  0.3866
O: -1.159 -0.068 4.686  -0.5981
As: -2.582 0.187 3.617  -0.1226
O: -1.909 0.568 2.139  -0.3664
O: -2.846 -1.680 3.174  -0.2886
C: -2.434 -2.667 3.977  0.1519
C: -3.258 -3.114 5.018  -0.5932
C: -2.867 -4.141 5.855  -0.4533
C: -1.639 -4.770 5.677  -0.6926
C: -0.814 -4.354 4.647  -0.4319
C: -1.193 -3.314 3.798  -0.3506
S: -0.049 -2.891 2.491  1.5932
O: 0.903 -3.978 2.483  -0.7510
O: 0.564 -1.584 2.838  -1.0490
O: -0.802 -2.720 1.251  -0.5002
H: -0.454 -0.487 4.156  0.3730
H: -4.212 -2.617 5.143  0.4251
H: -3.528 -4.458 6.655  0.3525
H: -1.330 -5.577 6.328  0.3826
H: 0.138 -4.834 4.469  0.4778

Properties
Total charge = -1
Relative energy (zero: lowest compared OMol25 entry of this formula, charge and spin) = 21.3 kJ/mol
Highest occupied orbital energy = -5.448 eV
Frontier orbital gap = 7.79 eV
DFT total energy = -5380.666832 a.u.


# 2
ORCA calculation (ωB97M-V with the def2-TZVPD basis set) on one molecule with the formula C4H7NO2.

Each line ends with the natural charge from an NBO analysis.
Element x y z (Å)
C: -0.574 1.548 0.287  -0.6086
C: -0.039 0.180 -0.065  -0.0584
N: -0.485 -0.941 0.751  -0.1190
O: 0.558 -1.806 1.160  -0.5881
C: 1.334 0.208 -0.651  0.4225
C: -0.783 -0.991 -0.663  -0.2492
O: 1.788 1.243 -1.081  -0.5229
H: 0.071 2.018 1.043  0.2243
H: -0.569 2.191 -0.595  0.2327
H: -1.582 1.476 0.697  0.2209
H: 0.472 -1.786 2.125  0.4793
H: 1.873 -0.751 -0.774  0.1343
H: -0.225 -1.657 -1.334  0.2158
H: -1.838 -0.930 -0.899  0.2164

Properties
Relative energy (zero: lowest compared OMol25 entry of this formula, charge and spin) = 356.6 kJ/mol
SMILES = C[C@]1(C=O)CN1O
Highest occupied orbital energy = -9.621 eV
Frontier orbital gap = 10.49 eV
DFT total energy = -361.745054 a.u.


# 3
ORCA calculation (ωB97M-V with the def2-TZVPD basis set) on a 2-piece molecular cluster, C12H23BrNO6 overall.

Each line ends with the natural charge from an NBO analysis.
Element x y z (Å)
C: -1.709 -1.500 0.557  -0.6064
C: -0.732 -0.603 1.317  -0.4583
C: -1.175 0.869 1.332  -0.0483
O: -0.372 1.719 0.538  -0.5363
C: 0.960 1.855 0.996  0.1493
N: 1.236 3.278 1.215  -0.6287
C: 0.189 4.024 1.923  -0.2059
C: 0.703 4.737 3.174  -0.4407
C: 0.892 3.814 4.373  -0.4090
Br: 2.730 3.184 4.569  -0.0447
C: 1.928 1.223 -0.046  0.7269
O: 2.004 1.783 -1.147  -0.7481
O: 2.427 0.146 0.328  -0.7932
H: -2.698 -1.447 1.013  0.1823
H: -1.373 -2.537 0.579  0.2003
H: -1.773 -1.202 -0.489  0.2207
H: -0.667 -0.962 2.348  0.1822
H: 0.272 -0.685 0.904  0.2610
H: -1.221 1.232 2.367  0.1410
H: -2.175 0.945 0.900  0.1749
H: 1.100 1.282 1.923  0.1346
H: 2.093 3.337 1.751  0.3542
H: -0.217 4.786 1.253  0.1812
H: -0.633 3.376 2.223  0.1779
H: 1.625 5.274 2.955  0.2133
H: -0.049 5.478 3.458  0.2037
H: 0.655 4.304 5.311  0.2085
H: 0.292 2.914 4.273  0.2171
C: -1.427 -4.781 -4.868  -0.6369
C: -1.088 -5.007 -3.409  -0.0681
O: 0.128 -4.360 -3.035  -0.5091
C: 0.019 -3.035 -2.803  0.9838
O: -1.015 -2.418 -2.872  -0.6641
O: 1.210 -2.570 -2.503  -0.4938
C: 1.280 -1.145 -2.236  -0.2575
H: -0.593 -5.085 -5.501  0.2057
H: -2.307 -5.364 -5.145  0.2043
H: -1.635 -3.730 -5.057  0.2291
H: -0.912 -6.065 -3.217  0.1774
H: -1.897 -4.671 -2.759  0.1938
H: 0.566 -0.864 -1.470  0.2007
H: 1.086 -0.592 -3.153  0.1815
H: 2.275 -0.935 -1.868  0.2435

Properties
Total charge = -1
Highest occupied orbital energy = -4.370 eV
Frontier orbital gap = 7.17 eV
DFT total energy = -3551.311150 a.u.


# 4
ORCA calculation (ωB97M-V with the def2-TZVPD basis set) on one molecule with the formula C6H8O3.

Each line ends with the natural charge from an NBO analysis.
Element x y z (Å)
C: -0.942 -0.831 1.149  -0.6320
C: -0.534 0.277 0.219  -0.1439
C: -1.669 0.382 -0.865  -0.3500
C: -0.273 -0.132 -1.251  0.0392
C: 1.586 -0.618 -0.211  0.7584
C: 0.944 0.649 0.534  0.0248
H: -0.106 -1.164 1.878  0.2157
H: -1.807 -0.678 1.766  0.2261
H: -1.166 -1.785 0.554  0.2229
H: -2.528 -0.236 -0.610  0.2369
H: -1.953 1.307 -1.365  0.2393
H: 0.277 0.644 -1.808  0.2032
H: 1.125 0.762 1.598  0.2029
H: 2.280 1.725 -0.299  0.4792
O: 0.664 -1.279 -1.040  -0.4902
O: 2.748 -0.870 -0.165  -0.5326
O: 1.355 1.844 -0.084  -0.6998

Properties
Relative energy (zero: lowest compared OMol25 entry of this formula, charge and spin) = 404.0 kJ/mol
SMILES = C[C@]12C[C@@H]1OC(=O)[C@H]2O
Highest occupied orbital energy = -9.199 eV
Frontier orbital gap = 9.93 eV
DFT total energy = -458.996304 a.u.


# 5
ORCA calculation (ωB97M-V with the def2-TZVPD basis set) on C21H37N6SSc as an isolated structure.

Each line ends with the natural charge from an NBO analysis.
Element x y z (Å)
Sc: -0.606 -0.524 1.057  0.7506
C: -3.836 -0.851 -0.232  -0.4116
C: -3.410 0.618 -0.355  -0.2067
N: -2.132 0.834 0.318  -0.6825
C: -1.830 2.171 0.806  -0.2190
C: -0.469 2.110 1.517  -0.2270
N: -0.426 1.053 2.514  -0.7044
C: -1.075 1.254 3.798  -0.2140
C: -2.457 0.588 3.852  -0.4066
C: -2.399 -0.942 3.883  -0.2062
N: -1.835 -1.478 2.647  -0.6437
C: -2.288 -2.801 2.233  -0.2115
C: -1.599 -3.151 0.905  -0.2450
N: -1.648 -2.033 -0.026  -0.6809
C: -2.838 -1.842 -0.856  -0.2239
H: -4.807 -0.973 -0.718  0.2153
H: -3.946 -1.081 0.829  0.2039
H: -4.169 1.240 0.125  0.2028
H: -3.356 0.904 -1.413  0.1930
H: -1.392 0.596 -0.359  0.3912
H: -2.607 2.485 1.509  0.1963
H: -1.782 2.921 0.005  0.1927
H: -0.234 3.096 1.937  0.2066
H: 0.287 1.857 0.755  0.2376
H: 0.523 0.645 2.565  0.4651
H: -1.186 2.326 4.005  0.1906
H: -0.446 0.832 4.587  0.2082
H: -3.023 0.877 2.965  0.2001
H: -2.989 0.940 4.740  0.2135
H: -3.421 -1.315 3.982  0.2021
H: -1.842 -1.277 4.767  0.1889
H: -0.808 -1.526 2.732  0.3933
H: -3.373 -2.786 2.104  0.1870
H: -2.057 -3.581 2.971  0.1937
H: -2.048 -4.064 0.492  0.1920
H: -0.542 -3.332 1.123  0.2782
H: -0.783 -1.995 -0.577  0.4420
H: -3.342 -2.800 -1.023  0.1949
H: -2.519 -1.457 -1.828  0.2192
C: 1.301 -1.155 1.143  -0.9202
C: 2.488 -0.937 0.472  0.0329
C: 3.325 0.228 0.699  -0.3848
C: 4.612 0.317 0.185  -0.2135
C: 5.108 -0.629 -0.701  -0.3834
C: 4.291 -1.730 -1.019  -0.1977
C: 3.057 -1.900 -0.449  -0.3226
H: 2.979 0.968 1.416  0.1854
H: 5.224 1.177 0.448  0.1904
H: 6.104 -0.538 -1.117  0.1934
H: 4.660 -2.472 -1.721  0.1897
H: 2.469 -2.783 -0.671  0.1959
S: -0.057 -0.076 -2.113  -0.3118
C: 1.201 0.680 -2.947  0.3644
N: 1.176 0.618 -4.292  -0.5890
C: 2.162 1.237 -5.162  -0.2150
C: 2.717 2.462 -4.456  -0.4191
C: 3.221 2.026 -3.091  -0.2215
N: 2.134 1.404 -2.345  -0.5966
H: 0.458 0.036 -4.686  0.4201
H: 1.677 1.511 -6.099  0.2083
H: 2.974 0.537 -5.384  0.1949
H: 1.924 3.204 -4.336  0.2095
H: 3.523 2.909 -5.036  0.2260
H: 3.568 2.882 -2.513  0.2154
H: 4.058 1.332 -3.197  0.2113
H: 2.359 1.154 -1.365  0.4622

Properties
Relative energy (zero: lowest compared OMol25 entry of this formula, charge and spin) = 284.9 kJ/mol
Highest occupied orbital energy = -3.866 eV
Frontier orbital gap = 4.19 eV
DFT total energy = -2309.690258 a.u.